The following is a DFT calculation (the ωB97M-V functional and the def2-TZVPD basis) of a single C6H10O molecule.

Element x y z (Å)
1 C 0.32 -1.13 1.17
2 C 0.63 0.06 0.64
3 C 2.04 0.41 0.24
4 C -0.47 1.04 0.24
5 C -1.64 0.30 -0.43
6 C -1.13 -0.76 -1.38
7 O -0.17 -0.61 -2.10
8 H -0.70 -1.40 1.40
9 H 1.08 -1.89 1.33
10 H 2.24 1.48 0.28
11 H 2.21 0.09 -0.79
12 H 2.77 -0.11 0.88
13 H -0.06 1.78 -0.46
14 H -0.84 1.59 1.11
15 H -2.31 -0.14 0.31
16 H -2.25 0.99 -1.03
17 H -1.70 -1.72 -1.39

Frontier orbital gap   10.336 eV
ΔE to the lowest compared entry with this formula, charge and spin   14.7 kcal/mol
Total charge   0
SMILES   C=C(C)CCC=O

=====

The following is a DFT calculation (the ωB97M-V functional and the def2-TZVPD basis) of a single C6H10O molecule.

Element x y z (Å)
1 O 1.75 1.79 1.12
2 C 0.44 2.15 1.24
3 C -0.59 1.34 0.97
4 C -0.51 -0.14 0.70
5 C -0.82 -0.55 -0.72
6 C 0.28 -0.61 -1.74
7 C -0.36 -1.88 -1.24
8 H 1.76 0.97 0.61
9 H 0.32 3.16 1.62
10 H -1.57 1.80 0.99
11 H -1.23 -0.63 1.38
12 H 0.47 -0.55 0.99
13 H -1.78 -0.19 -1.08
14 H 0.07 -0.28 -2.75
15 H 1.30 -0.39 -1.41
16 H -1.01 -2.42 -1.91
17 H 0.22 -2.51 -0.57

Frontier orbital gap   9.689 eV
ΔE to the lowest compared entry with this formula, charge and spin   26.9 kcal/mol
Total charge   0
SMILES   O/C=C\CC1CC1

=====

The following is a DFT calculation (the ωB97M-V functional and the def2-TZVPD basis) of a single C6H10O molecule at a distorted geometry.

Element x y z (Å)
1 C -1.65 -0.35 0.42
2 C -1.11 0.83 -0.32
3 C 0.06 1.62 0.14
4 C 0.44 0.63 -0.89
5 C 1.03 -0.72 -0.64
6 C 1.72 -1.02 0.66
7 O 1.45 -0.52 1.73
8 H -1.40 -0.37 1.49
9 H -1.08 -1.30 0.01
10 H -2.71 -0.55 0.24
11 H -1.76 1.25 -1.09
12 H 0.10 2.66 -0.17
13 H 0.41 1.43 1.15
14 H 0.52 0.97 -1.92
15 H 1.56 -1.14 -1.50
16 H 0.09 -1.48 -0.45
17 H 2.42 -1.88 0.60

Frontier orbital gap   10.096 eV
ΔE to the lowest compared entry with this formula, charge and spin   42.4 kcal/mol
Total charge   0
SMILES   C[C@H]1C[C@H]1CC=O

=====

Computed electronic energy, in the same sequence as the records: -8430.604, -8430.074, -8429.402 eV.